Computed, not measured: C35H31BrCl2FeN4O3SSe as an isolated structure, with ωB97M-V/def2-TZVPD.

Geometry as XYZ:
```
79
Properties=species:S:1:pos:R:3:lowdin_charge:R:1
Fe -0.5568 1.5626 -0.4316 0.469
C -3.8327 0.8485 0.1722 -0.033
O -2.5389 1.1625 0.7369 -0.197
C -2.4611 1.1923 2.1061 -0.190
C -3.4927 0.8106 2.9515 -0.010
C -3.3273 0.9089 4.3285 -0.651
Br -4.7320 0.4076 5.4590 0.882
C -2.1439 1.3789 4.8642 -0.029
C -1.0868 1.7360 4.0181 -0.056
C -1.2656 1.6527 2.6362 -0.143
O -0.2857 2.0364 1.7158 -0.039
C 0.1353 2.1871 4.6622 -0.174
N 0.1364 2.6256 5.9371 0.233
C 1.3987 2.9290 6.2169 -0.158
C 1.9441 3.4387 7.4370 0.071
C 3.2888 3.6463 7.4763 -0.011
C 4.1022 3.3694 6.3456 0.050
C 3.5944 2.8757 5.1259 0.049
C 2.2477 2.6710 5.0873 -0.135
N 1.3729 2.2134 4.1073 0.198
H -4.1420 -0.1489 0.4810 0.106
H -3.7097 0.8639 -0.9054 0.063
H -4.5612 1.5959 0.4828 0.123
H -4.4351 0.4574 2.5608 0.117
H -2.0160 1.4679 5.9330 0.123
H 0.0081 2.9392 1.9038 0.111
H 1.2915 3.6372 8.2757 0.141
H 3.7607 4.0266 8.3710 0.133
H 5.1668 3.5487 6.4219 0.136
H 4.2550 2.6825 4.2925 0.133
H 1.6320 1.7860 3.2318 0.173
O -0.2404 -0.3913 -0.4134 -0.610
S -1.2365 -1.5735 -0.2940 1.110
C -0.2790 -3.0209 -0.5945 -0.398
C -0.1146 -3.8830 0.4829 -0.067
C 0.6203 -5.0467 0.3029 -0.038
C 1.1707 -5.3276 -0.9385 -0.024
C 0.9985 -4.4533 -2.0099 -0.046
C 0.2685 -3.2911 -1.8461 -0.066
C -2.2209 -1.4648 -1.7710 -0.411
C -3.3680 -2.2448 -1.8294 -0.066
C -4.1851 -2.1496 -2.9454 -0.031
C -3.8593 -1.2739 -3.9747 -0.033
C -2.7088 -0.4996 -3.9005 -0.048
C -1.8749 -0.5934 -2.7932 -0.107
H -0.5652 -3.6576 1.4415 0.115
H 0.7496 -5.7364 1.1252 0.123
H 1.7287 -6.2433 -1.0809 0.125
H 1.4190 -4.6916 -2.9770 0.114
H 0.1047 -2.6200 -2.6805 0.117
H -3.6205 -2.9224 -1.0217 0.127
H -5.0783 -2.7555 -3.0103 0.126
H -4.5037 -1.1992 -4.8399 0.124
H -2.4558 0.1705 -4.7112 0.118
H -0.9602 -0.0131 -2.7386 0.077
Cl -0.6254 4.7668 -0.2240 0.595
C -1.6191 4.6223 -1.6780 -0.858
Cl -2.2201 2.9430 -1.8941 0.646
H -1.0156 4.8703 -2.5431 0.051
H -2.4870 5.2621 -1.5720 0.053
C 2.8315 -0.8827 -1.1347 0.007
N 2.4233 -0.4953 -2.4753 -0.038
C 1.8324 0.6528 -2.8176 -0.667
Se 1.4953 2.1594 -1.7389 0.737
N 1.6274 0.6413 -4.1434 0.138
C 2.1158 -0.5402 -4.6924 -0.163
C 2.1681 -1.0114 -5.9984 0.017
C 2.7590 -2.2456 -6.1803 -0.040
C 3.2768 -2.9815 -5.1025 -0.043
C 3.2163 -2.5125 -3.8049 -0.008
C 2.6228 -1.2688 -3.6236 -0.155
H 3.1147 0.0095 -0.5823 0.077
H 3.6908 -1.5430 -1.2130 0.106
H 2.0141 -1.3937 -0.6281 0.073
H 1.2602 1.4336 -4.6468 0.166
H 1.7832 -0.4394 -6.8311 0.126
H 2.8360 -2.6524 -7.1788 0.123
H 3.7435 -3.9370 -5.2978 0.122
H 3.6201 -3.0854 -2.9820 0.118
```

Its highest occupied orbital energy (spin up / spin down) is -0.568 / -0.572 Eh. The spin multiplicity is 6. For the orbital gap (spin up / spin down), the calculation gives 7.5 / 4.8 eV. For the calculated total energy, the calculation gives -254534.0526 eV. Its net charge is +3. The LUMO energy (spin up / spin down) is -0.2925 / -0.3970 Ha. The relative energy (zero: lowest compared OMol25 entry of this formula, charge and spin) comes out at 121.1 kJ/mol. As for the expectation value of S²: 8.7873. Its maximum force is 0.24 eV Å⁻¹.

=====

Computed, not measured: one molecule with the formula C5H12O at a distorted geometry, with ωB97M-V/def2-TZVPD.

Geometry as XYZ:
```
18
Properties=species:S:1:pos:R:3:lowdin_charge:R:1
C -0.4601 -0.0631 -0.2137 -0.411
C 0.8190 0.0388 -0.8868 -0.155
C 0.2620 -0.3685 1.4541 -0.164
C -0.5028 0.4213 2.4988 -0.150
C 0.3026 0.4078 -2.5820 -0.042
O -1.3329 -1.0613 -0.5617 -0.012
H -0.8419 -1.8831 -0.6923 0.106
H -1.0247 0.8671 -0.1714 0.139
H 1.3707 -0.8938 -0.9737 0.103
H 1.4092 0.8927 -0.5738 0.101
H 0.0887 -1.4409 1.5667 0.082
H 1.3365 -0.2344 1.5844 0.082
H -0.2925 0.0675 3.5120 0.064
H -1.5785 0.3383 2.3288 0.070
H -0.2274 1.4771 2.4597 0.067
H -0.3721 1.2597 -2.6331 0.046
H -0.1734 -0.4777 -2.9984 0.039
H 1.2174 0.6526 -3.1176 0.034
```

Its highest occupied orbital energy is -0.316 Eh. For the orbital gap, the calculation gives 9.6 eV. For the calculated total energy, the calculation gives -7425.1548 eV. Its net charge is 0. The LUMO energy is 0.0375 Ha. The relative energy (zero: lowest compared OMol25 entry of this formula, charge and spin) comes out at 208.1 kJ/mol. Its maximum force is 6.37 eV Å⁻¹.

=====

Computed, not measured: C34H44GaN6P2SSi2 as an isolated structure, with ωB97M-V/def2-TZVPD.

Geometry as XYZ:
```
90
Properties=species:S:1:pos:R:3:lowdin_charge:R:1
Ga 0.0363 -0.0587 0.4384 0.094
C 3.6963 -3.2250 1.9136 -0.164
Si 2.5178 -1.7948 2.1509 0.360
C 3.5313 -0.2035 2.1942 -0.157
C 1.7395 -2.0945 3.8483 -0.173
N 1.2437 -1.6011 0.9836 -0.248
P 0.7801 -2.3729 -0.4031 0.717
C -0.5482 -1.4534 -0.9423 -0.418
P -2.0225 -1.5058 -0.0672 0.739
N -1.8559 -0.2495 1.0126 -0.266
Si -3.1531 0.8017 1.5454 0.367
C -3.8148 1.8698 0.1629 -0.152
C -4.5380 -0.1588 2.3486 -0.153
C -2.4801 1.9742 2.8609 -0.170
C -3.4305 -1.2330 -1.1697 -0.303
C -3.2168 -0.4858 -2.3259 -0.086
C -4.2789 -0.1653 -3.1540 -0.069
C -5.5605 -0.5979 -2.8395 -0.069
C -5.7771 -1.3610 -1.7015 -0.067
C -4.7146 -1.6781 -0.8684 -0.100
C -2.4150 -3.0224 0.8248 -0.299
C -2.8126 -4.1635 0.1286 -0.083
C -3.0800 -5.3353 0.8132 -0.065
C -2.9541 -5.3762 2.1967 -0.072
C -2.5497 -4.2485 2.8932 -0.072
C -2.2774 -3.0730 2.2072 -0.092
C 2.0786 -2.2527 -1.6666 -0.287
C 3.2585 -2.9850 -1.5467 -0.083
C 4.2621 -2.8614 -2.4918 -0.069
C 4.0924 -2.0061 -3.5735 -0.074
C 2.9137 -1.2910 -3.7108 -0.071
C 1.9060 -1.4177 -2.7645 -0.080
C 0.5621 -4.1483 -0.1883 -0.297
C 0.3671 -4.9267 -1.3290 -0.073
C 0.2000 -6.2947 -1.2129 -0.065
C 0.2372 -6.8957 0.0403 -0.069
C 0.4271 -6.1252 1.1759 -0.070
C 0.5859 -4.7515 1.0612 -0.098
H 4.1384 -3.4432 2.8883 0.043
H 4.5078 -2.9776 1.2309 0.031
H 3.2159 -4.1402 1.5673 0.021
H 3.9043 0.0360 3.1912 0.035
H 2.9776 0.6562 1.8111 -0.003
H 4.4020 -0.3088 1.5466 0.039
H 2.4726 -1.9185 4.6383 0.038
H 1.4393 -3.1414 3.9276 0.030
H 0.8421 -1.5199 4.0856 0.012
H -4.5519 1.3411 -0.4413 0.025
H -3.0151 2.1969 -0.5041 0.034
H -4.2952 2.7596 0.5716 0.037
H -5.1528 -0.6849 1.6211 0.017
H -5.1909 0.5367 2.8794 0.040
H -4.1695 -0.8880 3.0712 0.028
H -1.6531 2.5900 2.5022 0.020
H -2.1977 1.4749 3.7916 0.031
H -3.2788 2.6662 3.1282 0.048
H -2.2082 -0.1779 -2.5743 0.098
H -4.1078 0.4141 -4.0510 0.109
H -6.3887 -0.3523 -3.4898 0.109
H -6.7714 -1.7146 -1.4653 0.110
H -4.8883 -2.2830 0.0126 0.102
H -2.9178 -4.1314 -0.9494 0.121
H -3.3883 -6.2183 0.2705 0.113
H -3.1723 -6.2913 2.7304 0.110
H -2.4544 -4.2813 3.9705 0.107
H -1.9633 -2.1847 2.7402 0.091
H 3.3853 -3.6803 -0.7294 0.090
H 5.1706 -3.4396 -2.3935 0.108
H 4.8735 -1.9112 -4.3153 0.107
H 2.7708 -0.6407 -4.5631 0.107
H 0.9719 -0.8805 -2.8712 0.087
H 0.3519 -4.4585 -2.3060 0.119
H 0.0507 -6.8965 -2.0985 0.109
H 0.1175 -7.9668 0.1286 0.109
H 0.4460 -6.5905 2.1520 0.111
H 0.7077 -4.1461 1.9500 0.081
C 1.0879 2.6309 5.1286 0.023
C 1.1587 2.9852 3.6953 -0.303
N 1.5274 4.1204 3.1906 0.158
N 1.4285 3.9550 1.8383 0.067
C 1.0124 2.7389 1.4975 -0.689
S 0.7490 2.1146 -0.0574 0.828
N 0.8327 2.1061 2.6795 -0.075
N 0.3913 0.7938 2.7380 0.113
H 1.3442 3.5056 5.7182 0.098
H 1.7884 1.8292 5.3622 0.093
H 0.0837 2.3024 5.3948 0.089
H 1.6599 4.7152 1.2165 0.174
H 1.0433 0.2191 3.2658 0.067
H -0.5535 0.7478 3.1199 0.073
```

Its highest occupied orbital energy is -0.375 Eh. For the orbital gap, the calculation gives 8.2 eV. For the calculated total energy, the calculation gives -142456.9961 eV. Its net charge is +1. The LUMO energy is -0.0744 Ha. The relative energy (zero: lowest compared OMol25 entry of this formula, charge and spin) comes out at 0.0 kJ/mol. Its maximum force is 0.71 eV Å⁻¹.

=====

Computed, not measured: one molecule with the formula C7H8, with ωB97M-V/def2-TZVPD.

Geometry as XYZ:
```
15
Properties=species:S:1:pos:R:3:lowdin_charge:R:1
C -0.9605 1.3621 -0.7433 -0.067
C -0.3635 0.4614 0.3478 -0.380
C 0.4031 -0.7973 -0.1206 -0.193
C -0.2475 -2.0527 -0.4838 -0.139
C -0.4331 -3.2328 -0.6413 0.102
C 0.6262 1.2188 1.1393 -0.134
C 1.5061 1.7617 1.7583 0.124
H -0.1861 1.7170 -1.4344 0.085
H -1.7381 0.8429 -1.3121 0.079
H -1.4075 2.2464 -0.2744 0.081
H -1.1678 0.1337 1.0189 0.144
H 1.1132 -0.5182 -0.9102 0.133
H 0.9545 -1.1344 0.7582 0.121
H -0.6895 -4.2213 -0.9315 0.019
H 2.2767 2.2463 2.3181 0.026
```

Its highest occupied orbital energy is -0.366 Eh. For the orbital gap, the calculation gives 10.9 eV. For the calculated total energy, the calculation gives -7384.7086 eV. Its net charge is 0. The LUMO energy is 0.0345 Ha. The relative energy (zero: lowest compared OMol25 entry of this formula, charge and spin) comes out at 389.7 kJ/mol. Its maximum force is 0.80 eV Å⁻¹.